(1)
Entry from the OMol25 dataset: C12H15N2NiO7S3 as an isolated structure (ωB97M-V/def2-TZVPD).

Output
Largest force on an atom = 0.35 eV/A
Total charge = -1
Gap between HOMO and LUMO (spin up / spin down) = 8.214 / 8.215 eV
Multiplicity = 1

Each line ends with the natural charge from an NBO analysis.
Cartesian coordinates (Å):
Ni -0.720 -0.773 -0.626  1.015
O -3.272 1.654 -2.774  -0.983
S -1.971 1.127 -2.441  2.415
O -1.400 0.146 -3.337  -0.987
O -1.954 0.644 -1.024  -1.007
C -0.852 2.531 -2.468  -0.365
C -1.423 3.789 -2.581  -0.186
C -0.621 4.923 -2.620  -0.225
C 0.755 4.798 -2.546  -0.211
C 1.331 3.538 -2.434  -0.245
C 0.538 2.405 -2.389  -0.160
S 1.403 0.796 -2.216  1.544
O 0.782 0.366 -0.864  -1.102
O 2.801 1.210 -1.945  -1.023
O 0.180 -2.379 -0.234  -0.512
H -2.500 3.861 -2.645  0.241
H -1.077 5.901 -2.711  0.203
H 1.384 5.679 -2.576  0.201
H 2.403 3.405 -2.364  0.246
C -3.323 -2.274 0.232  -0.740
C -1.906 -2.037 -0.084  0.372
O -1.102 -2.999 0.119  -0.239
H -3.510 -3.297 0.558  0.215
H -3.929 -2.012 -0.636  0.256
H -3.589 -1.568 1.023  0.271
C 0.704 -3.233 2.948  -0.411
N 1.331 -1.987 2.595  -0.428
C 2.562 -2.010 1.815  -0.218
C 2.743 -0.540 1.414  -0.236
N 1.484 0.070 1.831  -0.600
C 0.650 -0.836 2.387  0.340
S -0.962 -0.547 2.746  -0.334
H 0.468 -3.812 2.049  0.203
H -0.217 -3.021 3.486  0.239
H 1.375 -3.812 3.586  0.184
H 2.428 -2.660 0.944  0.210
H 3.391 -2.387 2.416  0.185
H 2.883 -0.405 0.343  0.246
H 3.580 -0.077 1.941  0.181
H 1.065 0.772 1.234  0.445


(2)
Entry from the OMol25 dataset: C12H15N2OS4SbTc as an isolated structure (ωB97M-V/def2-TZVPD).

Output
Largest force on an atom = 0.36 eV/A
Total charge = +1
Gap between HOMO and LUMO (spin up / spin down) = 6.572 / 6.709 eV
Multiplicity = 3
⟨S²⟩ = 2.024

Each line ends with the natural charge from an NBO analysis.
Cartesian coordinates (Å):
Tc -0.093 0.079 0.010  0.662
C -2.295 -3.919 -3.431  -0.622
C -1.455 -4.304 -2.225  -0.223
N -0.079 -3.776 -2.292  -0.329
C 0.924 -4.624 -2.985  -0.213
C 1.231 -4.153 -4.396  -0.623
C 0.272 -2.600 -1.808  0.375
S -1.045 -1.627 -1.148  0.056
N 1.563 -2.263 -1.964  -0.596
C 2.160 -1.194 -1.528  0.671
O 1.619 -0.265 -0.769  -0.672
C 3.569 -0.960 -1.871  -0.101
C 4.225 0.190 -1.429  -0.166
C 5.549 0.399 -1.771  -0.209
C 6.220 -0.535 -2.550  -0.146
C 5.572 -1.682 -2.991  -0.212
C 4.249 -1.896 -2.654  -0.162
H -3.299 -4.325 -3.314  0.239
H -1.877 -4.319 -4.352  0.219
H -2.377 -2.836 -3.529  0.219
H -1.360 -5.385 -2.144  0.223
H -1.911 -3.962 -1.297  0.226
H 0.504 -5.627 -2.994  0.215
H 1.823 -4.642 -2.375  0.230
H 0.345 -4.168 -5.030  0.216
H 1.970 -4.820 -4.840  0.235
H 1.641 -3.145 -4.393  0.224
H 3.701 0.915 -0.823  0.231
H 6.059 1.289 -1.430  0.232
H 7.256 -0.369 -2.814  0.230
H 6.101 -2.405 -3.596  0.230
H 3.732 -2.784 -2.989  0.229
S 0.433 3.496 2.645  -0.575
Sb -1.298 2.294 2.161  1.042
S -0.530 -0.260 2.073  -0.180
S -1.264 1.808 -0.458  -0.174


(3)
Entry from the OMol25 dataset: one molecule with the formula C12H15N3O4S2 at a distorted geometry (ωB97M-V/def2-TZVPD).

Output
Structure (SMILES) = COc1ccc(CSc2nnc(CNS(C)(=O)=O)o2)cc1
Largest force on an atom = 1.57 eV/A
Total charge = 0
Gap between HOMO and LUMO = 8.788 eV
Multiplicity = 1

Each line ends with the natural charge from an NBO analysis.
Cartesian coordinates (Å):
C 5.495 -2.336 0.012  -0.253
O 4.390 -1.604 -0.458  -0.508
C 3.201 -1.728 0.193  0.377
C 2.978 -2.542 1.297  -0.334
C 1.721 -2.586 1.878  -0.176
C 0.667 -1.842 1.371  -0.086
C -0.682 -1.907 2.007  -0.513
S -1.162 -0.278 2.730  0.289
C -2.128 0.301 1.436  0.300
N -2.648 -0.382 0.460  -0.348
N -3.324 0.497 -0.301  -0.294
C -3.192 1.660 0.244  0.432
C -3.634 2.955 -0.334  -0.290
N -2.528 3.661 -0.961  -0.848
S -1.341 2.725 -1.723  2.293
C -2.290 1.893 -2.999  -0.889
O -0.441 3.671 -2.301  -0.933
O -0.783 1.756 -0.821  -0.956
O -2.458 1.608 1.378  -0.412
C 0.898 -1.021 0.268  -0.187
C 2.145 -0.965 -0.311  -0.257
H 5.315 -3.415 -0.039  0.175
H 6.322 -2.077 -0.648  0.200
H 5.754 -2.059 1.040  0.175
H 3.769 -3.142 1.719  0.218
H 1.564 -3.220 2.740  0.205
H -1.469 -2.135 1.290  0.270
H -0.701 -2.613 2.835  0.231
H -4.074 3.588 0.439  0.237
H -4.386 2.743 -1.099  0.232
H -2.050 4.301 -0.343  0.407
H -1.581 1.465 -3.695  0.261
H -2.899 2.643 -3.485  0.247
H -2.883 1.119 -2.527  0.273
H 0.105 -0.408 -0.133  0.238
H 2.330 -0.326 -1.160  0.224


(4)
Entry from the OMol25 dataset: one molecule with the formula C12H15N5O2S at a distorted geometry (ωB97M-V/def2-TZVPD).

Output
Structure (SMILES) = CC(C)OC(=O)CSc1nnc(-c2ccccn2)n1N
Largest force on an atom = 1.25 eV/A
Total charge = 0
Gap between HOMO and LUMO = 8.713 eV
Multiplicity = 1

Each line ends with the natural charge from an NBO analysis.
Cartesian coordinates (Å):
C -1.960 -1.929 -1.224  -0.642
C -0.731 -1.616 -2.071  0.094
C 0.566 -1.976 -1.362  -0.618
O -0.682 -0.201 -2.327  -0.522
C -1.428 0.293 -3.306  0.793
O -2.105 -0.353 -4.061  -0.592
C -1.328 1.806 -3.338  -0.613
S -1.883 2.461 -1.729  0.261
C -0.461 2.032 -0.814  0.148
N 0.788 2.249 -1.161  -0.290
N 1.565 1.752 -0.214  -0.256
C 0.803 1.241 0.734  0.229
C 1.268 0.641 1.963  0.166
C 2.638 0.517 2.204  -0.215
C 3.046 -0.049 3.396  -0.157
C 2.084 -0.468 4.308  -0.260
C 0.750 -0.298 3.979  0.052
N 0.345 0.237 2.841  -0.472
N -0.511 1.398 0.385  -0.170
N -1.618 0.890 1.033  -0.646
H -1.974 -2.985 -0.972  0.212
H -1.938 -1.340 -0.309  0.227
H -2.865 -1.687 -1.778  0.225
H -0.802 -2.129 -3.039  0.199
H 1.419 -1.651 -1.952  0.223
H 0.621 -3.050 -1.217  0.215
H 0.610 -1.483 -0.394  0.206
H -1.985 2.213 -4.103  0.252
H -0.299 2.136 -3.474  0.270
H 3.331 0.867 1.457  0.248
H 4.097 -0.163 3.617  0.223
H 2.363 -0.915 5.249  0.224
H -0.040 -0.605 4.652  0.197
H -2.371 1.571 1.059  0.372
H -1.313 0.596 1.968  0.420


(5)
Entry from the OMol25 dataset: an isolated ion of composition C12H15N6O and charge +1 at a distorted geometry (ωB97M-V/def2-TZVPD).

Output
Structure (SMILES) = CC[C@H](C)c1nc(N)n(N=C=O)[n+]1-c1ccccn1
Largest force on an atom = 9.08 eV/A
Total charge = +1
Gap between HOMO and LUMO = 9.128 eV
Multiplicity = 1

Each line ends with the natural charge from an NBO analysis.
Cartesian coordinates (Å):
C 2.798 -0.631 0.640  -0.650
C 2.418 0.749 -0.115  -0.416
C 1.365 1.686 0.678  -0.278
C 1.474 1.483 2.298  -0.618
C -0.151 1.588 0.168  0.482
N -1.130 2.695 0.134  -0.456
C -2.468 2.295 -0.346  0.565
N -3.583 3.050 -0.461  -0.850
N -2.236 0.868 -0.606  -0.024
N -3.212 -0.008 -1.065  -0.403
C -3.183 -0.123 -2.385  0.913
O -3.229 0.008 -3.634  -0.388
N -0.949 0.468 -0.321  -0.214
C -0.471 -0.965 -0.464  0.286
C -0.791 -1.875 0.731  -0.254
C -0.337 -3.373 0.704  -0.141
C 0.410 -3.697 -0.632  -0.230
C 0.567 -2.598 -1.702  0.028
N 0.175 -1.216 -1.720  -0.394
H 1.929 -1.132 1.197  0.213
H 3.729 -0.466 1.319  0.233
H 3.154 -1.371 -0.191  0.231
H 3.409 1.361 -0.188  0.238
H 2.023 0.589 -1.183  0.231
H 1.702 2.788 0.494  0.273
H 1.036 2.441 2.764  0.239
H 2.587 1.390 2.630  0.245
H 0.920 0.522 2.630  0.218
H -4.058 3.527 0.333  0.453
H -3.982 3.239 -1.398  0.435
H -1.358 -1.466 1.644  0.262
H -0.494 -4.140 1.539  0.270
H 0.835 -4.751 -0.811  0.264
H 1.101 -2.937 -2.682  0.236


(6)
Entry from the OMol25 dataset: a 2-piece molecular cluster, C12H15NSe overall at a distorted geometry (ωB97M-V/def2-TZVPD).

Output
Largest force on an atom = 3.56 eV/A
Total charge = 0
Gap between HOMO and LUMO (spin up / spin down) = 4.793 / 4.738 eV
Multiplicity = 1

Each line ends with the natural charge from an NBO analysis.
Cartesian coordinates (Å):
C 2.502 1.008 0.141  0.188
C -3.501 -2.397 0.544  -0.230
C -3.521 -1.289 -0.281  -0.178
C -2.409 -3.248 0.525  -0.186
C -2.392 -0.888 -0.889  -0.276
C -1.238 -2.867 -0.124  -0.273
C -1.226 -1.697 -0.854  0.091
C 0.941 1.983 -1.673  -0.675
C 3.457 3.378 2.507  -0.854
C 0.055 -1.134 -1.341  -0.431
C 0.324 -0.110 -0.232  -0.484
C 1.210 1.025 -0.562  0.191
N 3.552 0.815 0.620  -0.337
Se 1.768 3.691 1.665  -0.035
H -4.333 -2.617 1.197  0.217
H -4.434 -0.681 -0.335  0.216
H -2.348 -4.288 1.065  0.218
H -2.455 -0.045 -1.435  0.205
H -0.462 -3.688 0.018  0.227
H 1.780 1.838 -2.380  0.250
H -0.094 1.752 -2.076  0.221
H 0.932 2.935 -1.276  0.271
H 3.259 3.279 3.542  0.225
H 3.668 2.279 2.411  0.267
H 4.262 4.086 2.265  0.230
H 0.847 -1.859 -1.318  0.224
H -0.186 -0.791 -2.304  0.218
H 0.735 -0.676 0.569  0.241
H -0.693 0.207 0.013  0.258


Q: Look up the largest force on an atom of the fourth one.
A: 1.25 eV/A